No. 1
20
Properties=species:S:1:pos:R:3:forces:R:3:lowdin_charge:R:1 method="wB97M-V/def2-TZVPD" homo_energy_ev="-7.814 / -7.815"
C -1.4999 2.9710 -0.5677 1.147 -3.515 -0.498 -0.009
C -0.2676 2.4136 -0.7918 -0.673 1.003 1.044 -0.397
C 2.1839 -2.8335 0.0962 -1.466 -2.107 0.077 -0.184
C -0.8166 1.3828 1.9725 -0.331 -3.155 -0.015 -0.145
C 0.8352 -2.2111 0.0739 -1.931 2.997 0.089 -0.499
C -0.5570 0.1874 1.0443 1.275 0.605 -0.545 -0.998
O -0.0210 1.1391 -0.7893 0.011 -0.944 1.130 -0.191
S 0.8360 -0.8420 1.4063 -0.354 0.521 -0.665 0.865
Br -2.0191 -0.8161 0.4224 -0.514 0.368 -0.207 0.797
H -1.4976 3.9689 -0.4429 -0.511 3.359 0.240 0.002
H -2.3921 2.3589 -0.4113 0.255 0.280 -0.221 0.062
H 0.5920 3.1587 -0.7550 -0.613 -0.993 -0.416 0.123
H 2.7867 -2.2454 -0.5245 1.738 0.642 -0.204 0.061
H 2.4830 -3.1561 1.1037 0.441 0.859 -0.249 0.084
H 2.0300 -3.8119 -0.3792 0.302 0.159 -0.338 0.084
H -0.9451 2.2688 1.4017 0.221 1.100 -0.789 0.021
H -1.8409 1.1783 2.3731 1.106 0.275 0.454 0.090
H 0.0416 1.4091 2.6713 -0.836 0.315 -0.077 0.086
H 0.0352 -2.8654 0.4165 0.010 -0.046 -0.427 0.040
H 0.5330 -1.5773 -0.8711 0.724 -1.722 1.617 0.108

***

No. 2
23
Properties=species:S:1:pos:R:3:forces:R:3:lowdin_charge:R:1 method="wB97M-V/def2-TZVPD" charge=-1 homo_energy_ev="-4.621 / -4.583" spin_multiplicity=2
Ga 0.3816 -0.6472 -1.9640 -0.136 -1.216 -0.606 0.257
Cl 1.0156 1.7589 -1.0813 0.167 -0.217 -0.623 0.128
C -1.0141 -0.2942 -3.3354 -0.563 -0.216 -0.602 -0.214
C 1.9975 -1.1683 -2.9786 0.517 -0.531 -0.474 -0.226
H -0.7816 -1.0347 -4.1408 -0.114 0.431 0.490 -0.004
H -2.0466 -0.5161 -3.0185 0.317 0.168 0.015 -0.008
H -1.0158 0.6915 -3.8264 0.097 -0.209 0.297 -0.004
H 1.5906 -1.8272 -3.7815 0.239 0.271 0.447 -0.004
H 2.7292 -1.7706 -2.4194 -0.166 0.184 -0.089 -0.010
H 2.5490 -0.3769 -3.5048 -0.207 -0.010 0.247 -0.007
Ce 0.0927 0.2992 0.9205 0.551 0.840 1.023 0.670
C -2.0686 1.0576 0.6501 -1.649 0.402 0.025 -0.351
C -0.0867 -1.6639 -0.2440 -1.219 -1.683 0.396 -0.474
H -2.5455 0.5272 -0.1857 0.022 0.031 -0.043 -0.016
H -2.6230 0.7287 1.5580 0.024 0.343 -0.225 -0.011
H -2.2193 2.1357 0.4755 -0.089 -0.246 0.231 -0.012
H 0.3240 -2.6137 0.1891 0.553 0.633 -1.070 -0.032
H -1.2077 -1.9061 -0.0649 1.149 0.886 -0.726 -0.004
N 0.9765 0.9480 3.0086 0.687 0.476 2.585 -0.078
C 1.1310 1.2068 4.1625 -0.566 -0.470 -0.880 -0.330
N 1.3995 1.5110 5.3485 0.387 0.265 0.331 0.075
C 0.8815 1.4709 6.5513 -0.572 -0.082 1.495 -0.400
N 0.5401 1.4835 7.6812 0.571 -0.048 -2.247 0.057